77
Properties=species:S:1:pos:R:3 method="wB97M-V/def2-TZVPD" e_homo_ev=-5.41 homo_lumo_gap_ha=0.2427 charge=-1 energy_ha=-4477.7325 e_lumo_ev=1.197
Au 0.528 -0.385 -0.063
C -2.153 6.604 -1.349
C -1.386 6.578 -0.020
C -0.287 7.640 -0.073
C -2.344 6.944 1.123
C -0.827 5.175 0.214
C -1.686 4.104 0.398
C -1.203 2.828 0.647
Se -2.535 1.690 1.433
C -3.057 0.178 0.370
C -4.356 0.265 -0.115
C -5.033 -0.869 -0.526
C -4.368 -2.084 -0.365
C -3.068 -2.220 0.107
C -2.349 -1.031 0.424
O -1.103 -1.044 0.908
C -2.494 -3.630 0.323
C -1.526 -3.974 -0.811
C -1.782 -3.729 1.680
C -3.587 -4.710 0.324
C -6.479 -0.845 -1.017
C -6.974 0.582 -1.260
C -7.374 -1.497 0.047
C -6.611 -1.621 -2.334
C 0.173 2.536 0.675
O 0.600 1.318 1.017
C 1.069 3.629 0.498
C 0.532 4.898 0.287
C 2.598 3.471 0.554
C 3.327 4.815 0.700
C 3.081 2.847 -0.759
C 3.026 2.610 1.752
H -2.586 7.593 -1.524
H -2.961 5.871 -1.348
H -1.485 6.367 -2.179
H -0.738 8.622 -0.229
H 0.409 7.458 -0.894
H 0.280 7.670 0.860
H -2.712 7.966 0.997
H -1.834 6.875 2.085
H -3.207 6.277 1.154
H -2.760 4.242 0.384
H -4.822 1.240 -0.128
H -4.912 -2.981 -0.620
H -0.665 -3.319 -0.818
H -2.031 -3.896 -1.777
H -1.161 -4.999 -0.695
H -0.945 -3.039 1.746
H -1.405 -4.746 1.815
H -2.478 -3.508 2.493
H -4.056 -4.824 -0.655
H -4.362 -4.505 1.067
H -3.124 -5.666 0.574
H -7.007 1.160 -0.335
H -7.985 0.554 -1.672
H -6.331 1.105 -1.971
H -7.280 -0.970 0.999
H -7.090 -2.538 0.211
H -8.422 -1.470 -0.264
H -5.993 -1.165 -3.109
H -7.651 -1.613 -2.672
H -6.304 -2.661 -2.226
H 1.218 5.717 0.158
H 3.186 5.458 -0.171
H 4.397 4.615 0.785
H 3.014 5.356 1.596
H 2.731 3.438 -1.609
H 2.730 1.830 -0.875
H 4.175 2.823 -0.785
H 2.686 3.065 2.686
H 4.116 2.541 1.779
H 2.620 1.605 1.689
O 3.270 -2.313 -0.420
S 2.459 -1.651 -1.402
O 2.849 -1.803 -2.770
O 2.299 -0.147 -1.037
O 0.963 -2.029 -1.204



84
Properties=species:S:1:pos:R:3 method="wB97M-V/def2-TZVPD" s2=2.0139 e_homo_ev="-2.84 / -4.80" homo_lumo_gap_ha="0.1886 / 0.2603" charge=-1 multiplicity=3 energy_ha=-3138.6520 e_lumo_ev="2.290 / 2.284"
Pt 1.475 -0.453 -1.507
C 0.323 3.335 6.376
C 0.775 2.002 5.779
C 0.309 0.875 6.701
C 2.298 2.030 5.648
N 0.153 1.837 4.437
C -0.808 2.691 3.908
C -1.169 2.201 2.711
N -0.456 1.037 2.487
B -0.420 0.264 1.149
N -0.974 -1.179 1.317
C -1.470 -1.777 2.449
C -1.708 -3.072 2.165
N -1.317 -3.285 0.846
C -0.913 -2.097 0.325
S -0.587 -1.733 -1.320
C -1.419 -4.595 0.150
C -0.188 -4.858 -0.721
C -1.480 -5.709 1.200
C -2.693 -4.594 -0.692
N -1.373 0.979 0.132
C -2.735 0.802 0.112
C -3.212 1.337 -1.021
N -2.125 1.840 -1.730
C -0.988 1.602 -1.006
S 0.634 1.926 -1.421
C -2.354 2.403 -3.093
C -1.114 2.994 -3.756
C -3.395 3.519 -2.969
C -2.874 1.263 -3.973
C 0.361 0.802 3.554
S 1.376 -0.533 3.700
H 0.841 3.476 7.325
H -0.749 3.348 6.574
H 0.580 4.174 5.727
H 0.754 1.004 7.690
H 0.608 -0.090 6.298
H -0.778 0.900 6.801
H 2.736 2.304 6.610
H 2.595 2.775 4.908
H 2.683 1.063 5.335
H -1.133 3.586 4.399
H -1.853 2.599 1.986
H 0.668 0.210 0.655
H -1.564 -1.242 3.377
H -2.066 -3.854 2.803
H 0.731 -4.699 -0.155
H -0.155 -4.213 -1.592
H -0.220 -5.899 -1.047
H -0.638 -5.640 1.888
H -1.427 -6.668 0.685
H -2.409 -5.697 1.770
H -2.642 -3.804 -1.442
H -3.570 -4.428 -0.064
H -2.803 -5.553 -1.203
H -3.254 0.292 0.906
H -4.218 1.389 -1.390
H -0.669 3.787 -3.158
H -1.438 3.410 -4.713
H -0.351 2.243 -3.937
H -3.016 4.316 -2.329
H -4.341 3.166 -2.559
H -3.593 3.934 -3.958
H -2.143 0.454 -3.996
H -3.029 1.626 -4.990
H -3.819 0.861 -3.604
F 6.542 1.459 -5.363
C 5.332 0.970 -4.968
C 4.268 1.837 -4.840
C 3.040 1.330 -4.439
C 2.856 -0.029 -4.166
C 1.560 -0.542 -3.693
C 3.969 -0.866 -4.309
C 5.204 -0.378 -4.703
H 4.409 2.891 -5.041
H 2.204 2.009 -4.308
H 1.383 -1.582 -3.967
H 0.728 0.078 -4.032
H 3.864 -1.919 -4.070
H 6.066 -1.027 -4.787
O 5.261 -1.681 -1.143
N 4.104 -1.310 -1.210
O 3.157 -2.137 -1.325
O 3.802 -0.089 -1.173



94
Properties=species:S:1:pos:R:3 method="wB97M-V/def2-TZVPD" e_homo_ev=-9.32 homo_lumo_gap_ha=0.3512 energy_ha=-5981.8179 e_lumo_ev=0.235
C -1.424 -0.747 2.950
C -2.267 0.557 2.475
O -3.606 0.610 3.049
C -4.570 1.036 2.023
Si -5.371 -0.467 1.141
Br -4.591 -2.378 2.189
C -7.287 -0.414 1.289
C -7.916 -1.716 2.009
O -9.372 -1.512 2.028
C -10.024 -2.759 2.347
O -10.829 -3.179 1.486
C -4.981 -0.555 -0.751
C -5.316 -2.003 -1.376
C -4.094 -2.683 -2.146
F -2.811 -2.438 -1.567
F -4.069 -2.076 -3.456
C -4.450 -4.235 -2.378
F -3.992 -4.559 -3.703
F -5.862 -4.349 -2.387
C -3.709 -5.259 -1.395
F -2.497 -5.717 -2.000
F -3.505 -4.778 -0.086
C -4.617 -6.602 -1.229
F -5.620 -6.398 -0.256
F -5.097 -7.094 -2.452
F -3.762 -7.608 -0.702
H -2.087 -1.474 3.553
H -0.583 -0.433 3.659
H -0.991 -1.243 2.005
H -2.314 0.518 1.325
H -1.641 1.475 2.769
H -5.356 1.671 2.587
H -4.064 1.766 1.282
H -7.659 0.523 1.841
H -7.736 -0.374 0.231
H -7.642 -2.676 1.427
H -7.555 -1.756 3.097
H -9.830 -3.276 3.351
H -3.923 -0.204 -1.006
H -5.706 0.196 -1.245
H -5.761 -2.648 -0.538
H -6.145 -1.851 -2.165
C -1.323 -3.163 -4.006
C 0.037 -3.152 -4.671
C 1.028 -4.073 -4.021
O 2.269 -3.436 -4.295
C 2.006 -2.104 -4.422
O 2.839 -1.247 -4.436
O 0.665 -1.880 -4.528
H -2.051 -2.637 -4.627
H -1.683 -4.182 -3.847
H -1.297 -2.641 -3.048
H -0.063 -3.365 -5.741
H 1.004 -5.076 -4.451
H 0.908 -4.146 -2.935
C 3.808 2.047 0.507
C 2.911 1.494 1.594
C 1.852 0.564 1.078
O 0.804 0.728 2.027
C 0.935 1.989 2.535
O 0.104 2.548 3.191
O 2.137 2.531 2.194
H 4.668 2.550 0.951
H 4.179 1.256 -0.148
H 3.286 2.796 -0.095
H 3.512 1.020 2.377
H 2.192 -0.473 1.053
H 1.472 0.839 0.089
C 7.872 2.684 -1.955
C 8.097 2.758 -0.460
C 9.182 1.842 0.027
O 8.772 1.558 1.359
C 7.416 1.676 1.384
O 6.717 1.296 2.280
O 6.956 2.282 0.253
H 7.221 3.500 -2.279
H 8.812 2.759 -2.506
H 7.368 1.754 -2.233
H 8.281 3.794 -0.155
H 10.162 2.322 0.018
H 9.240 0.900 -0.527
C 5.117 4.751 2.774
C 5.639 6.026 2.144
C 4.562 7.026 1.839
O 5.100 7.730 0.726
C 5.937 6.866 0.084
O 6.388 7.044 -1.009
O 6.189 5.768 0.854
H 5.950 4.151 3.152
H 4.443 4.961 3.608
H 4.595 4.134 2.039
H 6.425 6.464 2.769
H 4.380 7.704 2.674
H 3.615 6.569 1.536



76
Properties=species:S:1:pos:R:3 method="wB97M-V/def2-TZVPD" e_homo_ev=-7.93 homo_lumo_gap_ha=0.2636 energy_ha=-1655.2938 e_lumo_ev=-0.756
C 4.146 -2.244 -1.796
C 2.727 -1.765 -2.540
O 2.180 -0.518 -1.985
C 1.319 0.194 -2.944
C 0.444 1.428 -2.230
O 1.029 1.828 -0.947
C 0.461 1.128 0.203
C 1.808 0.979 1.185
C 2.698 2.396 1.163
C 2.398 3.669 2.191
C 3.222 5.093 2.171
C 4.443 5.345 1.075
C 4.801 4.093 0.071
C 3.962 2.646 0.100
C 4.466 1.512 -0.974
C -0.582 1.874 1.222
O -0.725 3.143 1.611
N -1.599 0.851 1.769
C -1.845 -0.052 0.542
C -2.861 0.862 -0.361
C -3.716 0.024 -1.497
C -4.748 1.147 -2.183
C -6.176 0.506 -2.669
C -4.037 2.041 -3.359
C -2.726 -1.289 1.167
C -2.572 -2.714 0.335
F -2.451 -1.478 2.633
C -0.300 -0.308 0.056
N 0.212 -1.249 1.149
C 0.812 -2.367 0.560
O 0.883 -3.565 -0.082
H 4.024 -2.139 -0.632
H 5.046 -1.563 -2.134
H 4.439 -3.358 -2.098
H 2.897 -1.600 -3.699
H 1.961 -2.664 -2.382
H 0.617 -0.591 -3.491
H 2.042 0.671 -3.754
H 0.604 2.354 -2.968
H -0.708 1.230 -2.225
H 2.460 0.084 0.752
H 1.538 0.724 2.295
H 1.524 3.566 2.976
H 2.907 5.938 2.917
H 5.002 6.380 1.051
H 5.686 4.250 -0.714
H 3.975 1.626 -2.056
H 4.270 0.416 -0.608
H 5.638 1.617 -1.170
H -2.460 1.254 2.202
H -2.366 1.765 -0.916
H -3.678 1.299 0.392
H -3.001 -0.304 -2.385
H -4.359 -0.854 -1.065
H -5.008 1.906 -1.300
H -6.777 0.210 -1.709
H -6.030 -0.356 -3.447
H -6.781 1.397 -3.183
H -4.798 2.921 -3.621
H -3.783 1.434 -4.328
H -3.092 2.567 -2.903
H -3.882 -1.004 1.091
H -1.903 -3.462 0.982
H -2.065 -2.592 -0.718
H -3.626 -3.265 0.239
H -0.174 -0.969 -0.900
N -0.307 -3.416 3.753
C 0.271 -4.561 3.270
C 0.801 -5.253 4.336
C 0.527 -4.502 5.504
C -0.161 -3.374 5.115
H -0.770 -2.713 3.192
H 0.258 -4.784 2.212
H 1.326 -6.197 4.279
H 0.801 -4.756 6.520
H -0.556 -2.547 5.690